(1)
Below is C5H9N in the gas phase in a non-equilibrium geometry, with properties calculated with ωB97M-V/def2-TZVPD.

F_max = 2.34 eV Å⁻¹
frontier orbital gap = 0.3411 hartree
SMILES string = C=CCNC=C
LUMO energy = 1.135 eV
HOMO energy = -8.15 eV
molecular weight = 83.13 g mol⁻¹

The geometry in ORCA input format:
```
! RIJCOSX wB97M-V def2-TZVPD def2/J DEFGRID3
* xyz 0 1
C -0.41 1.69 1.71
C -0.86 0.43 1.71
C -0.86 -0.41 0.42
N 0.01 0.11 -0.59
C 1.13 -0.64 -1.01
C 1.46 -1.06 -2.22
H -0.49 2.17 2.69
H -0.11 2.19 0.81
H -1.59 0.17 2.47
H -1.92 -0.30 0.09
H -0.81 -1.49 0.54
H -0.25 0.85 -1.21
H 1.57 -1.09 -0.11
H 0.92 -0.80 -3.12
H 2.23 -1.82 -2.18
*
```

Here are the natural (NBO) charges for atoms 1 to 2, given in e: -0.410 -0.189

***

(2)
Below is C19H15N3O5 in the gas phase in a non-equilibrium geometry, with properties calculated with ωB97M-V/def2-TZVPD.

F_max = 1.21 eV Å⁻¹
frontier orbital gap = 0.3124 hartree
SMILES string = COc1cc(/C=N/NC(=O)c2ccncc2)ccc1OC(=O)c1ccco1
LUMO energy = -0.038 eV
HOMO energy = -8.54 eV
molecular weight = 365.34 g mol⁻¹

The geometry in ORCA input format:
```
! RIJCOSX wB97M-V def2-TZVPD def2/J DEFGRID3
* xyz 0 1
C 4.65 2.58 -0.30
O 3.30 2.88 0.00
C 2.31 2.00 -0.28
C 1.03 2.42 0.10
C -0.10 1.64 -0.10
C -1.39 2.12 0.33
N -2.43 1.39 0.21
N -3.62 1.85 0.62
C -4.79 1.15 0.49
O -5.84 1.68 0.80
C -4.70 -0.23 -0.04
C -3.69 -1.12 0.31
C -3.72 -2.40 -0.23
N -4.66 -2.82 -1.06
C -5.63 -1.97 -1.38
C -5.70 -0.68 -0.90
C 0.04 0.39 -0.72
C 1.29 -0.03 -1.11
C 2.43 0.74 -0.89
O 3.65 0.27 -1.36
C 4.13 -0.94 -1.00
O 5.01 -1.44 -1.66
C 3.62 -1.57 0.22
C 3.84 -2.86 0.65
C 3.19 -2.97 1.89
C 2.63 -1.75 2.14
O 2.88 -0.90 1.14
H 4.80 2.38 -1.36
H 5.01 1.74 0.29
H 5.20 3.48 -0.02
H 0.96 3.38 0.58
H -1.43 3.12 0.77
H -3.70 2.80 0.99
H -2.90 -0.83 0.99
H -2.96 -3.12 0.01
H -6.38 -2.36 -2.06
H -6.51 -0.02 -1.17
H -0.83 -0.21 -0.90
H 1.41 -0.99 -1.60
H 4.40 -3.60 0.12
H 3.15 -3.83 2.52
H 2.06 -1.38 2.96
*
```

Here are the natural (NBO) charges for atoms 1 to 2, given in e: -0.245 -0.489

***

(3)
Below is a 4-piece molecular cluster, C2H12NO3 overall in a non-equilibrium geometry, with properties calculated with ωB97M-V/def2-TZVPD.

F_max = 1.44 eV Å⁻¹
frontier orbital gap = 0.4213 hartree
LUMO energy = -3.154 eV
HOMO energy = -14.62 eV
molecular weight = 98.12 g mol⁻¹

The geometry in ORCA input format:
```
! RIJCOSX wB97M-V def2-TZVPD def2/J DEFGRID3
* xyz 1 1
C -0.92 0.16 -2.05
C -0.62 1.39 -2.40
N -0.90 -0.25 -0.63
H -1.33 -0.63 -2.66
H -0.83 1.72 -3.40
H 0.02 2.05 -1.82
H -1.82 -0.45 -0.23
H -0.69 0.49 0.06
H -0.23 -1.03 -0.59
H 1.65 -1.64 0.59
H 2.09 -2.78 -0.22
O 1.27 -2.37 0.08
H 2.98 -1.48 3.49
H 2.94 0.00 3.12
O 2.41 -0.81 3.08
H -1.40 2.36 0.99
H -2.75 1.75 1.45
O -1.86 1.53 1.16
*
```

Here are the natural (NBO) charges for atoms 1 to 2, given in e: -0.056 -0.341

***

Calculated total energy values (in eV) by entry order: -6818.655; -34652.157; -9894.104.